(1)
{"formula": "C50H63N7ORu", "method": "ωB97M-V with the def2-TZVPD basis set", "total_charge": -1, "energy_ha": -2496.52042, "s_squared": 8.83, "e_above_lowest_kj_mol": 30.6, "multiplicity": 6, "e_homo_ev": [-2.1, -3.9], "elements": ["Ru", "O", "N", "N", "N", "N", "N", "N", "N", "C", "C", "C", "C", "C", "C", "C", "C", "C", "C", "C", "C", "C", "C", "C", "C", "C", "C", "C", "C", "C", "C", "C", "C", "C", "C", "C", "C", "C", "C", "C", "C", "C", "C", "C", "C", "C", "C", "C", "C", "C", "C", "C", "C", "C", "C", "C", "C", "C", "C", "H", "H", "H", "H", "H", "H", "H", "H", "H", "H", "H", "H", "H", "H", "H", "H", "H", "H", "H", "H", "H", "H", "H", "H", "H", "H", "H", "H", "H", "H", "H", "H", "H", "H", "H", "H", "H", "H", "H", "H", "H", "H", "H", "H", "H", "H", "H", "H", "H", "H", "H", "H", "H", "H", "H", "H", "H", "H", "H", "H", "H", "H", "H"], "xyz": [[14.720, 13.367, 12.657], [15.639, 17.190, 11.517], [14.356, 13.886, 10.283], [14.714, 13.627, 7.588], [16.696, 13.986, 12.712], [14.143, 15.153, 13.682], [12.736, 12.629, 12.860], [15.280, 11.542, 11.846], [16.117, 15.533, 7.592], [9.148, 12.913, 13.650], [11.844, 16.806, 16.038], [8.975, 16.774, 13.475], [18.962, 14.100, 12.353], [17.731, 13.416, 12.069], [8.064, 17.252, 14.420], [18.611, 8.767, 10.424], [10.972, 11.222, 12.970], [15.299, 14.603, 8.254], [14.309, 16.680, 15.312], [20.588, 14.457, 10.369], [12.379, 17.718, 11.967], [20.311, 13.785, 11.763], [16.451, 10.124, 10.513], [10.093, 17.523, 13.097], [15.216, 9.521, 10.802], [15.168, 14.694, 9.647], [10.434, 17.204, 10.687], [10.538, 12.466, 13.355], [13.897, 12.827, 8.270], [11.462, 15.737, 17.091], [13.170, 10.317, 12.080], [11.078, 16.939, 12.055], [12.959, 16.286, 15.224], [12.394, 11.319, 12.599], [17.224, 15.047, 13.390], [13.616, 8.765, 9.064], [15.042, 15.944, 14.339], [17.655, 12.159, 11.400], [14.612, 8.362, 10.120], [19.996, 15.591, 15.305], [10.194, 9.959, 12.958], [10.338, 18.738, 13.737], [17.619, 9.580, 9.650], [12.899, 15.381, 14.158], [8.409, 13.249, 12.337], [14.874, 17.495, 16.417], [11.684, 13.308, 13.288], [19.570, 16.097, 13.921], [9.465, 19.194, 14.713], [15.304, 16.601, 17.577], [9.775, 9.521, 11.533], [11.397, 15.474, 12.195], [16.453, 15.926, 14.235], [11.661, 14.764, 13.507], [13.695, 12.965, 9.585], [16.534, 11.378, 11.223], [14.515, 10.479, 11.614], [18.622, 15.135, 13.215], [8.355, 18.440, 15.077], [9.307, 10.067, 13.601], [10.447, 18.297, 10.503], [14.188, 9.353, 8.317], [12.733, 9.308, 9.399], [12.243, 18.764, 11.660], [20.489, 16.162, 13.314], [16.316, 16.940, 12.141], [17.274, 8.909, 8.865], [19.095, 17.077, 13.970], [9.394, 8.471, 11.445], [18.993, 9.285, 11.306], [13.353, 12.053, 7.704], [12.157, 17.678, 16.609], [18.124, 10.412, 9.125], [15.412, 7.902, 9.558], [13.297, 7.881, 8.510], [12.335, 15.407, 17.676], [9.060, 13.693, 14.401], [8.565, 12.032, 14.052], [17.071, 16.716, 14.730], [15.713, 17.204, 18.406], [12.747, 9.364, 11.838], [15.761, 18.076, 16.095], [8.809, 14.143, 11.856], [16.557, 15.269, 6.718], [11.629, 14.957, 11.272], [9.384, 16.852, 10.616], [18.595, 11.811, 10.955], [11.023, 16.725, 9.907], [14.115, 18.205, 16.755], [7.367, 13.468, 12.556], [13.071, 17.254, 11.231], [21.549, 14.106, 9.969], [7.755, 18.733, 15.911], [16.056, 15.906, 17.295], [9.654, 20.118, 15.323], [20.656, 15.536, 10.511], [9.022, 10.182, 11.066], [10.826, 14.902, 14.226], [20.901, 16.050, 15.615], [10.784, 9.191, 13.434], [10.714, 9.537, 10.978], [20.193, 14.513, 15.247], [19.388, 8.530, 9.770], [20.463, 12.725, 11.593], [10.999, 14.856, 16.629], [13.047, 12.291, 10.117], [7.163, 16.710, 14.593], [14.203, 7.567, 10.807], [10.981, 17.063, 15.447], [14.897, 16.661, 11.843], [12.846, 17.615, 12.958], [14.448, 16.014, 17.897], [10.774, 16.114, 17.796], [8.696, 15.817, 12.977], [19.777, 14.227, 9.679], [15.745, 15.324, 10.272], [11.192, 19.421, 13.554], [8.457, 12.388, 11.647], [16.647, 16.146, 8.175], [18.165, 7.828, 10.686], [19.206, 15.803, 16.023], [21.107, 14.107, 12.448]], "mulliken_spin": [2.252, 0.000, 0.074, -0.001, -0.120, -0.052, -0.181, 0.022, 0.001, 0.001, 0.015, 0.090, -0.041, 0.190, -0.001, -0.003, 0.190, 0.002, 0.224, -0.005, 0.081, 0.003, -0.014, 0.056, 0.038, -0.006, 0.077, -0.040, -0.010, 0.006, 0.286, 0.081, -0.073, -0.143, -0.044, 0.001, -0.072, 0.074, 0.021, 0.009, -0.001, 0.006, 0.011, 0.481, 0.025, 0.033, 0.574, -0.002, 0.002, 0.030, 0.039, 0.430, 0.288, -0.220, 0.001, 0.062, 0.038, 0.078, 0.001, -0.001, 0.004, 0.000, -0.002, -0.007, 0.000, -0.006, 0.001, 0.005, -0.001, 0.001, 0.000, -0.003, -0.002, -0.001, -0.001, 0.002, 0.002, 0.000, 0.059, -0.002, 0.105, 0.003, -0.009, 0.000, 0.002, -0.023, 0.016, -0.001, 0.000, 0.000, 0.008, -0.001, 0.000, 0.000, 0.000, 0.001, -0.006, 0.010, -0.002, 0.006, -0.004, 0.000, 0.000, -0.003, 0.000, 0.016, 0.001, 0.001, -0.005, 0.018, -0.026, -0.002, 0.000, -0.006, 0.001, -0.013, 0.000, 0.002, 0.000, 0.000, 0.000, 0.000]}

***

(2)
{"formula": "C50H67F10N3O26S2", "method": "ωB97M-V with the def2-TZVPD basis set", "smiles": "CCNc1c(CCCCCCCCCCCCOC)c(CSCC)c2c(c1NCC)C(=O)N(S(=O)(=O)C(F)(F)F)C2=O.O=C1OC[C@@H](F)O1.O=C1OC[C@@H](F)O1.O=C1OC[C@@H](F)O1.O=C1OC[C@@H](F)O1.O=C1OC[C@@H](F)O1.O=C1OC[C@@H](F)O1.O=C1OC[C@@H](F)O1", "energy_ha": -5861.04211, "e_homo_ev": -8.7, "elements": ["S", "S", "F", "F", "F", "F", "F", "F", "F", "F", "F", "F", "O", "O", "O", "O", "O", "O", "O", "O", "O", "O", "O", "O", "O", "O", "O", "O", "O", "O", "O", "O", "O", "O", "O", "O", "O", "O", "N", "N", "N", "C", "C", "C", "C", "C", "C", "C", "C", "C", "C", "C", "C", "C", "C", "C", "C", "C", "C", "C", "C", "C", "C", "C", "C", "C", "C", "C", "C", "C", "C", "C", "C", "C", "C", "C", "C", "C", "C", "C", "C", "C", "C", "C", "C", "C", "C", "C", "C", "C", "C", "H", "H", "H", "H", "H", "H", "H", "H", "H", "H", "H", "H", "H", "H", "H", "H", "H", "H", "H", "H", "H", "H", "H", "H", "H", "H", "H", "H", "H", "H", "H", "H", "H", "H", "H", "H", "H", "H", "H", "H", "H", "H", "H", "H", "H", "H", "H", "H", "H", "H", "H", "H", "H", "H", "H", "H", "H", "H", "H", "H", "H", "H", "H", "H", "H", "H", "H"], "xyz": [[-1.568, 5.638, -0.338], [1.085, 3.005, -5.296], [3.489, 2.321, -4.529], [8.368, -2.655, 4.966], [-1.080, -6.953, 10.066], [2.408, 0.765, -5.577], [-7.612, 1.582, -2.873], [3.426, 3.619, -9.748], [-0.922, -8.062, 6.233], [-0.979, 7.182, -3.801], [1.949, 1.259, -3.498], [8.103, 4.403, 4.154], [8.935, 1.328, 2.834], [1.282, 10.827, -4.950], [-0.201, 9.188, -4.484], [0.482, 4.683, -2.756], [5.048, -2.520, 4.080], [1.765, 4.249, -5.223], [9.389, 2.608, 4.623], [-2.056, -6.150, 3.600], [-6.905, 0.618, -0.956], [10.159, 0.489, 4.526], [2.093, 3.283, -11.541], [2.000, -6.030, 8.830], [5.015, -0.605, 2.904], [-0.918, -5.919, 5.520], [-7.114, 2.347, 0.446], [0.798, 1.631, -10.755], [3.350, -7.236, 10.168], [1.962, 8.688, -4.784], [-6.134, 0.446, 1.154], [-1.108, -4.172, 4.104], [-2.106, -5.478, -1.575], [1.118, -7.219, 10.514], [0.706, 2.695, -6.628], [0.635, 2.240, -12.916], [-1.168, 1.047, -5.125], [6.902, -1.266, 3.953], [-2.723, -0.390, -2.794], [-0.221, 2.996, -4.281], [-3.281, -0.143, -0.188], [1.125, 2.367, -11.847], [-0.135, 7.786, -4.674], [-0.104, 3.651, -2.986], [-3.320, 5.215, -0.195], [-3.306, -1.225, -5.026], [2.324, 1.730, -4.691], [7.103, -2.182, 5.020], [6.094, -3.262, 4.717], [-3.922, 4.508, -1.419], [-1.426, 1.655, -2.758], [-0.899, 1.765, 2.264], [8.203, 2.548, 2.676], [0.578, -5.938, 8.707], [-7.851, 1.497, -1.544], [-2.204, 0.716, -2.148], [-7.562, 2.799, -0.840], [-1.581, -4.665, 0.636], [0.555, -2.405, 0.509], [8.936, 3.482, 3.607], [-6.663, 1.082, 0.300], [-2.696, -0.855, 0.954], [-0.050, -4.857, 0.503], [2.270, -6.868, 9.866], [-1.991, -7.446, 4.206], [1.853, -1.640, 0.248], [-1.338, -5.300, 4.374], [-0.978, 1.760, -4.168], [-1.920, 1.953, -0.121], [-2.663, -5.161, -2.821], [5.597, -1.387, 3.577], [1.703, 1.989, -9.703], [-3.597, -0.152, -3.969], [-3.700, -0.959, 2.127], [0.331, 1.229, 1.544], [0.745, -3.758, 1.220], [1.309, 7.482, -4.365], [1.494, 0.894, 2.526], [1.751, -0.614, 2.648], [2.612, -1.177, 1.509], [-0.597, 4.113, -0.048], [2.148, 3.364, -10.127], [-2.136, 2.124, 1.361], [0.117, -6.313, 10.093], [1.044, 9.684, -4.757], [-2.279, -4.407, -0.681], [-0.898, 2.770, -2.098], [-1.165, 2.911, -0.779], [-1.683, -7.106, 5.642], [-2.454, 0.874, -0.777], [9.553, 1.382, 4.042], [-1.246, 1.111, 3.065], [2.516, -2.329, -0.286], [-3.355, -4.289, -0.470], [-2.561, -6.911, 6.260], [-3.603, -2.215, -4.685], [-4.932, 4.890, -1.585], [-3.828, 6.170, -0.081], [-2.541, -5.992, -3.510], [-4.025, 3.437, -1.248], [-0.116, -1.756, 1.063], [0.199, -4.874, -0.558], [1.478, 7.328, -3.299], [5.728, -3.765, 5.609], [8.221, 2.880, 1.642], [0.821, -1.156, 2.829], [-2.992, 1.556, 1.705], [1.205, 1.987, -8.738], [0.152, 0.347, 0.932], [2.342, -0.729, 3.560], [-3.734, -0.962, -5.991], [9.790, 3.992, 3.158], [-8.438, 3.436, -0.747], [2.399, 1.408, 2.212], [-8.857, 1.106, -1.383], [-4.285, -0.056, 2.216], [3.258, -0.362, 1.189], [1.179, 1.221, 3.518], [-2.387, 3.165, 1.546], [-2.932, -7.978, 4.089], [-3.539, 4.671, 0.720], [-1.971, -3.443, -1.113], [0.369, 4.327, -0.494], [7.167, 2.392, 2.982], [-3.211, -0.970, -2.123], [0.062, -5.478, 10.794], [-3.440, 0.820, -4.412], [-3.110, -1.033, 3.040], [2.530, 1.278, -9.679], [-3.349, 4.701, -2.320], [3.289, -1.952, 1.846], [6.489, -4.006, 4.024], [1.659, -0.828, -0.455], [0.232, -6.646, 7.953], [0.098, -2.610, -0.462], [1.684, 6.621, -4.911], [-4.394, -1.787, 2.012], [-4.627, -0.303, -3.639], [-4.140, 0.305, 0.095], [-1.193, -8.027, 3.740], [0.275, -4.935, 8.416], [-1.807, -0.369, 1.343], [-2.172, -4.293, -3.278], [-6.765, 3.356, -1.328], [0.713, 1.990, 0.863], [0.201, -5.794, 1.001], [-0.587, 2.690, 2.752], [-2.419, -1.873, 0.686], [-1.864, -3.913, 1.372], [-2.230, -1.254, -5.174], [-0.466, 3.924, 1.008], [-1.997, -5.602, 1.009], [6.947, -1.670, 5.971], [1.788, -4.034, 1.374], [0.293, -3.677, 2.210], [1.503, 4.175, -9.783], [-3.736, -4.940, -2.753], [-0.440, 7.542, -5.694]], "lowdin_charge": [0.912, 0.744, 0.175, 0.085, 0.072, 0.180, 0.082, 0.073, 0.072, 0.061, 0.154, 0.073, 0.071, 0.179, 0.130, 0.125, 0.071, -0.235, 0.132, 0.066, 0.135, 0.184, 0.130, 0.075, 0.170, 0.121, 0.085, 0.075, 0.189, 0.076, 0.159, 0.180, -0.169, 0.134, -0.234, 0.181, 0.137, 0.133, 0.059, -0.017, 0.033, -0.550, -0.312, -0.310, -0.525, -0.088, -0.655, -0.312, -0.048, -0.140, -0.011, -0.164, -0.053, -0.056, -0.308, -0.139, -0.041, -0.173, -0.209, -0.318, -0.537, -0.222, -0.178, -0.545, -0.043, -0.195, -0.534, -0.329, -0.120, -0.123, -0.534, -0.053, -0.220, -0.062, -0.188, -0.187, -0.055, -0.170, -0.194, -0.199, -0.386, -0.313, -0.100, -0.313, -0.551, -0.276, -0.056, -0.185, -0.314, -0.117, -0.549, 0.113, 0.111, 0.126, 0.177, 0.061, 0.060, 0.064, 0.087, 0.055, 0.065, 0.112, 0.144, 0.141, 0.140, 0.106, 0.095, 0.107, 0.086, 0.100, 0.074, 0.173, 0.144, 0.109, 0.176, 0.035, 0.096, 0.105, 0.094, 0.143, 0.057, 0.107, 0.075, 0.145, 0.107, 0.173, 0.101, 0.078, 0.147, 0.068, 0.087, 0.147, 0.098, 0.122, 0.105, 0.114, 0.078, 0.111, 0.086, 0.149, 0.143, 0.074, 0.084, 0.124, 0.104, 0.103, 0.109, 0.082, 0.100, 0.059, 0.059, 0.101, 0.176, 0.112, 0.082, 0.175, 0.087, 0.174]}